No. 1
Density functional theory data (ωB97M-V/def2-TZVPD) for C36H35N9NiSi as an isolated structure.

For the lowest unoccupied orbital energy (spin up / spin down), the calculation gives -0.48 / -0.47 eV. The frontier orbital gap (spin up / spin down) comes out at 6.78 / 6.11 eV. The HOMO energy (spin up / spin down) is -7.27 / -6.59 eV. The value obtained for the energy above the lowest of the compared OMol25 structures with the same formula, charge and spin is 31.08 kJ/mol.

```
82
C36H35N9NiSi ωB97M-V/def2-TZVPD
Ni 0.28 0.69 -1.32
N 6.52 -1.04 6.54
C 5.84 -0.78 5.65
C 4.99 -0.46 4.53
C 3.89 -1.26 4.25
C 3.07 -0.95 3.18
C 3.36 0.15 2.37
C 4.47 0.94 2.66
C 5.28 0.64 3.73
C 2.47 0.47 1.22
C 1.15 0.80 1.53
C 0.62 1.07 2.82
C -0.69 1.42 2.65
C -0.94 1.34 1.26
N 0.15 0.99 0.58
C 3.03 0.41 -0.05
C 4.36 0.00 -0.39
C 4.47 0.11 -1.75
C 3.22 0.59 -2.20
N 2.36 0.76 -1.21
H 3.67 -2.12 4.87
H 2.20 -1.56 2.96
H 4.68 1.80 2.03
H 6.14 1.26 3.96
H 1.18 1.03 3.74
H -1.41 1.70 3.41
H -1.88 1.51 0.76
H 5.11 -0.35 0.30
H 5.33 -0.10 -2.37
H 2.94 0.82 -3.23
N 0.80 -0.15 -5.34
C 0.76 1.23 -5.38
C 0.50 1.62 -4.11
N 0.37 0.51 -3.30
C 0.57 -0.53 -4.07
H 0.98 -0.76 -6.12
H 0.92 1.78 -6.29
H 0.40 2.62 -3.71
H 0.56 -1.56 -3.75
C -2.54 -2.16 3.19
C -1.18 -2.26 2.90
C -0.73 -2.03 1.61
C -1.60 -1.70 0.58
C -2.96 -1.62 0.88
C -3.43 -1.84 2.17
Si -0.95 -1.27 -1.13
C 0.18 -2.70 -1.67
C -0.30 -3.78 -2.42
C 0.55 -4.79 -2.85
C 1.90 -4.74 -2.53
C 2.39 -3.69 -1.78
C 1.54 -2.68 -1.36
H -2.89 -2.33 4.19
H -0.48 -2.51 3.69
H 0.34 -2.11 1.40
H -3.67 -1.39 0.10
H -4.49 -1.78 2.39
H -2.16 -1.42 -2.01
H -1.35 -3.83 -2.67
H 0.16 -5.62 -3.43
H 2.56 -5.53 -2.87
H 3.45 -3.64 -1.53
H 1.95 -1.84 -0.80
C -5.02 1.42 0.50
C -5.22 2.88 0.14
C -4.55 3.81 1.15
C -4.76 3.19 -1.29
N -3.32 3.06 -1.47
C -2.55 1.99 -1.69
N -1.30 2.38 -1.73
N -1.32 3.72 -1.52
N -2.52 4.13 -1.35
H -5.45 1.21 1.48
H -3.96 1.16 0.58
H -5.48 0.75 -0.22
H -6.29 3.09 0.13
H -3.48 3.62 1.21
H -4.96 3.64 2.15
H -4.69 4.86 0.90
H -5.01 4.21 -1.56
H -5.24 2.51 -2.00
H -2.91 0.98 -1.83
```

***

No. 2
Density functional theory data (ωB97M-V/def2-TZVPD) for C36H36AsCl3OSSb2V as an isolated structure.

The spin multiplicity is 4. For the lowest unoccupied orbital energy (spin up / spin down), the calculation gives 0.36 / -0.11 eV. The frontier orbital gap (spin up / spin down) comes out at 7.49 / 7.49 eV. The HOMO energy (spin up / spin down) is -7.12 / -7.60 eV. The value obtained for the energy above the lowest of the compared OMol25 structures with the same formula, charge and spin is 211.48 kJ/mol.

```
81
C36H36AsCl3OSSb2V ωB97M-V/def2-TZVPD
V -0.24 -1.08 0.55
C 4.50 -2.03 1.17
Sb 4.53 -1.35 -0.89
C 6.58 -1.98 -1.30
C 5.30 0.59 -0.21
C 5.07 1.61 -1.25
C 5.96 1.70 -2.32
C 5.78 2.59 -3.35
C 4.68 3.44 -3.34
C 3.79 3.38 -2.29
C 3.96 2.48 -1.23
C 2.97 2.54 -0.11
Sb 1.35 1.05 0.09
C 0.37 1.99 -1.59
C 0.62 2.43 1.60
H 5.39 -1.68 1.68
H 4.44 -3.11 1.23
H 3.61 -1.60 1.65
H 7.13 -2.13 -0.37
H 7.05 -1.18 -1.86
H 6.63 -2.89 -1.89
H 6.37 0.43 -0.04
H 4.82 0.82 0.74
H 6.82 1.03 -2.33
H 6.50 2.64 -4.16
H 4.53 4.15 -4.14
H 2.95 4.06 -2.26
H 2.38 3.45 -0.22
H 3.48 2.58 0.86
H 0.18 3.04 -1.38
H -0.57 1.50 -1.83
H 1.05 1.92 -2.45
H 0.59 3.44 1.20
H 1.31 2.39 2.44
H -0.37 2.13 1.96
S -0.17 -0.50 2.78
C -1.76 0.13 3.19
C -2.07 0.32 4.54
C -3.31 0.82 4.91
C -4.25 1.17 3.95
C -3.93 1.03 2.61
C -2.71 0.49 2.22
As -2.24 0.31 0.34
C -3.05 1.99 -0.31
C -2.44 3.20 0.01
C -3.00 4.40 -0.36
C -4.19 4.41 -1.09
C -4.79 3.22 -1.44
C -4.23 2.01 -1.05
C -3.62 -0.88 -0.38
C -3.47 -1.26 -1.71
C -4.33 -2.20 -2.27
C -5.35 -2.75 -1.51
C -5.52 -2.35 -0.19
C -4.66 -1.42 0.37
H -1.33 0.07 5.28
H -3.54 0.93 5.96
H -5.21 1.57 4.24
H -4.64 1.34 1.85
H -1.51 3.18 0.58
H -2.52 5.33 -0.09
H -4.63 5.35 -1.38
H -5.71 3.22 -2.01
H -4.72 1.08 -1.32
H -2.69 -0.82 -2.31
H -4.21 -2.49 -3.31
H -6.01 -3.49 -1.94
H -6.32 -2.77 0.40
H -4.78 -1.13 1.41
Cl -1.46 -8.03 0.58
C -0.77 -6.45 0.44
C -1.49 -5.36 0.88
C -0.93 -4.11 0.73
Cl -1.81 -2.70 1.17
C 0.34 -3.85 0.18
O 0.80 -2.63 0.07
C 1.03 -5.02 -0.23
Cl 2.61 -4.85 -0.90
C 0.48 -6.28 -0.12
H -2.47 -5.47 1.33
H 1.04 -7.13 -0.48
```

***

No. 3
Density functional theory data (ωB97M-V/def2-TZVPD) for a 2-piece molecular cluster, C36H36BF3O3 overall.

For the lowest unoccupied orbital energy, the calculation gives -3.00 eV. The frontier orbital gap comes out at 3.28 eV. The HOMO energy is -6.28 eV.

```
79
C36H36BF3O3 ωB97M-V/def2-TZVPD
C 4.27 2.34 -0.28
C 3.30 1.21 -0.01
C 4.16 -0.05 0.09
C 2.35 1.43 1.28
C 2.65 0.48 2.42
C 2.46 2.83 1.87
O 1.03 1.18 0.74
B 1.10 1.22 -0.69
C -0.03 0.76 -1.81
C -1.38 1.07 -1.59
C -2.33 1.01 -2.60
C -1.96 0.62 -3.88
C -3.00 0.62 -4.99
F -2.56 1.21 -6.15
F -3.34 -0.69 -5.30
F -4.15 1.27 -4.62
C -0.66 0.17 -4.09
C 0.29 0.21 -3.05
C 0.57 2.92 -0.94
C 1.62 3.86 -1.43
C 0.44 3.62 -2.27
O 2.43 1.03 -1.13
H 5.10 2.29 0.43
H 4.68 2.23 -1.29
H 3.81 3.32 -0.19
H 4.85 0.05 0.92
H 3.56 -0.96 0.21
H 4.75 -0.14 -0.83
H 3.72 0.39 2.61
H 2.17 0.78 3.36
H 2.29 -0.51 2.18
H 3.49 3.02 2.25
H 2.21 3.61 1.15
H 1.79 2.92 2.73
H -1.70 1.41 -0.61
H -3.37 1.25 -2.39
H -0.38 -0.17 -5.08
H 1.30 -0.15 -3.25
H -0.16 3.24 -0.19
H 1.68 4.86 -0.97
H 2.57 3.43 -1.78
H 0.60 3.01 -3.17
H -0.25 4.46 -2.39
C -4.29 -0.90 6.07
O -2.86 -0.70 5.88
C -2.41 -0.73 4.60
C -1.00 -0.72 4.37
C -0.48 -0.82 3.10
C -1.31 -0.92 1.96
C -0.81 -1.20 0.64
C -1.74 -1.54 -0.43
C -1.04 -2.35 -1.38
C -1.66 -2.92 -2.48
C -3.03 -2.70 -2.65
C -3.73 -1.88 -1.77
C -3.07 -1.21 -0.74
C 0.30 -2.57 -0.92
C 0.45 -1.93 0.36
C 1.53 -2.38 1.14
C 2.57 -3.16 0.59
C 2.43 -3.69 -0.70
C 1.26 -3.44 -1.42
C -2.70 -0.86 2.23
C -3.26 -0.90 3.48
H -4.43 -0.88 7.15
H -4.83 -0.08 5.57
H -4.61 -1.88 5.67
H -0.34 -0.64 5.23
H 0.59 -0.83 2.96
H -1.06 -3.58 -3.11
H -3.54 -3.18 -3.48
H -4.79 -1.70 -1.94
H -3.60 -0.42 -0.23
H 1.52 -2.24 2.22
H 3.46 -3.41 1.19
H 3.21 -4.35 -1.10
H 1.04 -3.94 -2.36
H -3.42 -0.92 1.43
H -4.33 -1.07 3.58
```

***

No. 4
Density functional theory data (ωB97M-V/def2-TZVPD) for C36H36CoN9O2Te as an isolated structure.

The spin multiplicity is 5. The charge is +2. For the lowest unoccupied orbital energy (spin up / spin down), the calculation gives -5.54 / -7.80 eV. The frontier orbital gap (spin up / spin down) comes out at 7.31 / 5.23 eV. The HOMO energy (spin up / spin down) is -12.85 / -13.03 eV.

```
85
C36H36CoN9O2Te ωB97M-V/def2-TZVPD
Co 1.03 -0.30 0.46
C 0.06 2.88 -2.41
C 1.16 3.71 -2.52
C 2.33 3.31 -1.90
C 2.38 2.08 -1.19
N 1.25 1.31 -1.03
C 0.16 1.71 -1.64
N 3.59 1.73 -0.76
C 3.88 0.58 -0.10
N 3.07 -0.12 0.66
C 3.84 -1.18 1.23
N 3.48 -2.03 2.09
C 2.26 -2.04 2.79
C 2.29 -2.75 3.98
C 1.18 -2.78 4.80
C 0.04 -2.12 4.38
C 0.07 -1.47 3.16
N 1.14 -1.42 2.36
C 5.21 -1.09 0.68
C 6.34 -1.86 0.88
C 7.50 -1.45 0.23
C 7.53 -0.31 -0.57
C 6.39 0.46 -0.76
C 5.24 0.04 -0.12
H -0.89 3.13 -2.88
H 1.11 4.64 -3.07
H 3.24 3.89 -1.96
H -0.72 1.09 -1.49
H 3.22 -3.25 4.25
H 1.20 -3.33 5.74
H -0.87 -2.10 4.97
H -0.81 -0.95 2.81
H 6.32 -2.74 1.52
H 8.41 -2.03 0.36
H 8.46 -0.03 -1.05
H 6.41 1.36 -1.37
N -1.11 -1.16 0.35
C -1.42 -1.65 -1.00
C -2.30 -2.94 -0.99
C -3.63 -2.89 -1.77
C -3.58 -3.50 -3.17
N -2.52 -2.89 -3.98
C -2.54 -2.62 -5.27
N -1.44 -2.08 -5.81
N -3.61 -2.83 -6.04
C -0.10 -1.82 -1.77
O -0.15 -2.24 -2.94
O 0.96 -1.51 -1.16
H -0.87 -1.97 0.92
H -1.92 -0.74 0.79
H -1.97 -0.86 -1.53
H -2.53 -3.14 0.05
H -1.71 -3.79 -1.33
H -4.01 -1.87 -1.81
H -4.37 -3.48 -1.23
H -4.54 -3.40 -3.66
H -3.37 -4.57 -3.08
H -1.60 -2.73 -3.52
H -0.60 -2.00 -5.24
H -1.36 -1.95 -6.80
H -4.42 -3.31 -5.69
H -3.57 -2.67 -7.03
Te 0.00 2.03 2.12
C -1.72 1.49 3.20
C -2.91 1.15 2.57
C -4.01 0.77 3.33
C -3.92 0.72 4.72
C -2.73 1.06 5.35
C -1.63 1.45 4.59
C -0.79 3.66 1.06
C -1.77 3.50 0.08
C -2.28 4.61 -0.57
C -1.80 5.88 -0.27
C -0.82 6.04 0.70
C -0.31 4.93 1.37
H -3.00 1.20 1.49
H -4.94 0.52 2.84
H -4.78 0.42 5.31
H -2.66 1.04 6.43
H -0.71 1.74 5.09
H -2.14 2.51 -0.17
H -3.06 4.49 -1.32
H -2.21 6.74 -0.78
H -0.45 7.02 0.94
H 0.44 5.06 2.13
```

***

Number 1: strongest force on any atom 0.0077 hartree/bohr. Number 2: strongest force on any atom 0.0449 hartree/bohr. Number 3: strongest force on any atom 0.0653 hartree/bohr. Number 4: strongest force on any atom 0.0103 hartree/bohr.